No. 1
This record from the OMol25 dataset describes one molecule with the formula C5H8O2. The level of theory is ωB97M-V with the def2-TZVPD basis set.

LUMO level in eV: 0.8
SMILES: C[C@@]1(O)CCC1=O
Kohn-Sham gap in eV: 10.21

Structure (XYZ):
```
15
Properties=species:S:1:pos:R:3:forces:R:3
C -1.44681 -0.56508 -0.31366 -0.06 -0.06 0.00
C -0.33139 0.46028 -0.14653 0.01 -0.18 0.00
O -0.80292 1.75943 -0.37524 -0.21 0.02 0.00
C 0.57874 0.26106 1.10086 -0.08 0.08 0.17
C 1.61215 -0.51234 0.24621 0.13 -0.08 -0.03
C 0.88922 0.02716 -0.99183 0.16 -0.02 -0.54
O 1.17027 0.13602 -2.15279 -0.13 -0.02 0.62
H -2.30045 -0.29303 0.32070 0.13 -0.07 -0.02
H -1.77145 -0.57366 -1.36013 0.01 -0.01 0.16
H -1.13478 -1.57811 -0.04128 0.02 0.16 -0.03
H -1.76763 1.74414 -0.32632 0.22 0.12 -0.06
H 0.96908 1.23084 1.42187 -0.07 -0.14 -0.04
H 0.14311 -0.26146 1.95707 0.04 0.07 -0.16
H 2.66539 -0.23305 0.33514 -0.17 -0.03 -0.02
H 1.52747 -1.60221 0.32592 0.00 0.17 -0.05
```
Positions in Å, forces in eV/Å.



No. 2
This record from the OMol25 dataset describes one molecule with the formula C5H8O2. The level of theory is ωB97M-V with the def2-TZVPD basis set.

LUMO level in eV: 0.8
SMILES: O[C@H]1C[C@@]2(O)C[C@@H]12
Kohn-Sham gap in eV: 10.65

Structure (XYZ):
```
15
Properties=species:S:1:pos:R:3:forces:R:3
O 2.31572 0.13716 -0.30082 0.00 -0.20 -0.25
C 1.18398 0.32538 0.50860 -0.11 0.09 0.30
C 0.04423 1.26511 0.00135 -0.03 0.11 -0.03
C -0.91678 0.08931 0.12113 0.19 -0.02 -0.06
O -2.20644 0.17527 0.61305 -0.17 0.07 -0.15
C -0.47058 -1.07294 -0.70244 -0.07 -0.08 -0.18
C 0.17834 -0.81537 0.63679 0.13 -0.14 0.20
H 2.05740 -0.41591 -1.05079 0.11 0.12 0.12
H 1.56444 0.64679 1.48024 -0.08 -0.01 -0.10
H -0.18670 2.04901 0.72814 0.05 -0.09 -0.13
H 0.18403 1.70683 -0.99144 -0.04 -0.08 0.10
H -2.79300 0.31529 -0.14126 -0.01 -0.01 0.18
H -1.17206 -1.90281 -0.69112 0.14 0.09 -0.02
H 0.06806 -0.95057 -1.64447 -0.11 0.04 0.16
H 0.14935 -1.55255 1.43305 -0.01 0.10 -0.15
```
Positions in Å, forces in eV/Å.



No. 3
This record from the OMol25 dataset describes C5H8O2 as an isolated structure. The level of theory is ωB97M-V with the def2-TZVPD basis set.

LUMO level (spin up / spin down) in eV: -1.0 / -1.0
Kohn-Sham gap (spin up / spin down) in eV: 8.48 / 8.47

Structure (XYZ):
```
15
Properties=species:S:1:pos:R:3:forces:R:3
C 1.78649 -0.56826 0.46965 0.07 0.05 -0.02
C 0.45632 0.12155 0.72547 0.15 0.25 0.05
C 0.00070 1.19402 -0.15443 0.19 -0.01 0.01
O -1.45910 0.80278 -1.69942 -0.09 0.02 -0.02
C -1.45610 0.89962 -0.39663 -0.09 0.26 0.09
C -0.90689 -0.50842 0.22655 -0.20 -0.20 0.17
O -0.79273 -1.42057 -0.77841 -0.04 -0.02 -0.11
H 2.44983 0.08459 -0.10732 -0.07 -0.11 0.06
H 1.62341 -1.48216 -0.11041 0.03 0.16 0.08
H 2.30139 -0.81963 1.40075 -0.14 -0.02 -0.14
H 0.29109 0.39210 1.77208 -0.02 -0.06 -0.05
H 0.55911 1.60925 -0.99646 -0.03 -0.11 0.07
H -2.25701 1.40229 0.16266 0.07 -0.14 -0.12
H -1.53839 -0.82223 1.06163 0.12 0.03 -0.09
H -1.05814 -0.88491 -1.57571 0.04 -0.09 0.01
```
Positions in Å, forces in eV/Å.



No. 4
This record from the OMol25 dataset describes one molecule with the formula C5H8O2 in a non-equilibrium geometry. The level of theory is ωB97M-V with the def2-TZVPD basis set.

LUMO level in eV: 0.6
SMILES: O=C1CC(CO)C1
Kohn-Sham gap in eV: 9.87

Structure (XYZ):
```
15
Properties=species:S:1:pos:R:3:forces:R:3
O 0.88139 -1.62765 -0.65672 0.19 -0.18 -0.18
C 0.16996 -0.67786 -1.44761 -0.05 0.56 -0.15
C -0.41944 0.36509 -0.52975 2.07 0.34 1.30
C 0.73737 1.09546 0.67125 0.22 -0.95 0.18
C -0.37321 0.73561 1.61421 -0.05 -0.10 0.96
O -0.62472 1.16020 2.71319 0.09 -0.01 -0.39
C -1.16816 -0.15054 0.69140 -0.17 0.24 0.23
H 1.28683 -2.27707 -1.24406 -0.10 0.09 0.13
H 0.82976 -0.20512 -2.18315 0.03 -0.02 0.05
H -0.63351 -1.18915 -2.01241 0.13 0.25 0.28
H -0.20748 1.41528 -0.65035 -2.21 0.66 -2.01
H 1.58529 0.43535 0.63240 0.37 -0.33 0.54
H 1.06738 2.16636 0.73052 -0.50 -0.87 -0.63
H -0.88027 -1.19682 0.88895 -0.08 0.30 -0.16
H -2.25120 -0.04912 0.78212 0.06 0.01 -0.15
```
Positions in Å, forces in eV/Å.



No. 5
This record from the OMol25 dataset describes one molecule with the formula C5H8O2. The level of theory is ωB97M-V with the def2-TZVPD basis set.

LUMO level in eV: 0.9
SMILES: O=CCC1(O)CC1
Kohn-Sham gap in eV: 10.55

Structure (XYZ):
```
15
Properties=species:S:1:pos:R:3:forces:R:3
O 0.28746 1.42594 0.27249 -0.07 0.27 0.19
C 0.29463 0.01808 0.12429 -0.03 -0.03 0.20
C -1.19564 -0.37216 0.06964 0.19 -0.04 -0.16
C -2.06814 0.30827 -0.95409 0.26 0.18 -0.30
O -1.66828 1.01843 -1.84606 -0.12 -0.33 0.28
C 1.16248 -0.80695 1.03297 -0.01 0.02 0.25
C 1.74476 -0.33397 -0.25738 -0.05 -0.15 -0.27
H 0.32350 1.69954 -0.65987 -0.16 0.38 0.51
H -1.46862 -1.43235 0.15769 0.33 0.09 -0.26
H -1.55450 0.07002 1.01923 0.03 -0.20 -0.16
H -3.16446 0.16478 -0.79697 0.25 -0.04 -0.09
H 0.92691 -1.87203 1.00246 -0.25 0.29 0.25
H 1.46418 -0.43268 2.00309 0.25 0.08 -0.11
H 2.34215 0.57063 -0.11768 -0.23 -0.29 -0.42
H 2.14486 -0.99847 -1.01383 -0.41 -0.23 0.08
```
Positions in Å, forces in eV/Å.



No. 6
This record from the OMol25 dataset describes one molecule with the formula C5H8O2 in a non-equilibrium geometry. The level of theory is ωB97M-V with the def2-TZVPD basis set.

LUMO level (spin up / spin down) in eV: 0.6 / 0.8
Kohn-Sham gap (spin up / spin down) in eV: 7.64 / 8.07

Structure (XYZ):
```
15
Properties=species:S:1:pos:R:3:forces:R:3
C -1.22845 -0.39654 -0.10386 2.01 0.36 -0.33
C -1.87159 -1.51911 -0.26126 -0.16 -0.09 -0.35
C -0.91959 1.04366 -0.02002 -0.93 -0.85 2.73
C 0.53407 1.39104 0.37072 0.13 -0.25 -2.26
C 1.52228 -0.56582 -0.53775 -0.89 -1.57 1.44
O 1.47579 0.77041 -0.53534 0.52 -1.15 0.51
O 1.94137 -1.30750 0.58875 -0.29 -0.57 -2.69
H -1.22609 -2.42621 -0.52008 -1.51 0.94 0.50
H -3.00639 -1.49765 -0.23947 1.28 -0.65 -0.02
H -1.12104 1.44481 -0.96292 -0.63 1.03 -1.38
H -1.52873 1.51755 0.85179 0.60 -0.39 -1.64
H 0.84082 2.37666 -0.02358 -0.97 0.44 1.89
H 0.60162 1.05598 1.40124 0.91 0.59 0.23
H 1.97481 -1.09738 -1.35072 -0.13 0.51 -0.92
H 2.01113 -0.78991 1.34250 0.05 1.65 2.30
```
Positions in Å, forces in eV/Å.



No. 7
This record from the OMol25 dataset describes one molecule with the formula C5H8O2 in a non-equilibrium geometry. The level of theory is ωB97M-V with the def2-TZVPD basis set.

LUMO level in eV: 0.7
SMILES: CCCC(O)=C=O
Kohn-Sham gap in eV: 8.91

Structure (XYZ):
```
15
Properties=species:S:1:pos:R:3:forces:R:3
C 0.29399 -0.76805 0.82442 -2.72 -0.18 -0.87
C 0.50411 0.43399 1.72837 -0.03 0.09 -0.17
C 1.01724 0.59984 -1.29423 -0.03 1.48 -0.97
C -0.28156 0.36014 -1.40724 0.05 -0.32 0.13
C -0.87496 -0.56483 -0.42175 2.79 -0.46 2.06
O -1.04863 0.92053 -2.41510 0.21 0.09 -0.05
O 2.08374 1.07403 -1.18116 -0.25 -0.70 0.11
H -1.63718 0.24468 -2.77339 0.18 -0.03 -0.01
H -0.18663 -1.56459 1.39415 0.18 -0.05 0.18
H 1.22790 -1.19621 0.45987 -0.08 0.17 -0.38
H -1.82157 -0.17662 -0.03601 0.17 -0.18 0.18
H -0.94790 -1.58844 -0.79128 -0.52 0.04 -0.21
H -0.44582 0.89112 2.00452 -0.06 -0.04 0.01
H 1.00502 0.13086 2.64794 0.04 -0.01 0.00
H 1.11226 1.20354 1.26088 0.06 0.09 -0.03
```
Positions in Å, forces in eV/Å.



No. 8
This record from the OMol25 dataset describes one molecule with the formula C5H8O2 in a non-equilibrium geometry. The level of theory is ωB97M-V with the def2-TZVPD basis set.

LUMO level in eV: 0.9
SMILES: C1CO[C@@H]2C[C@@H]2O1
Kohn-Sham gap in eV: 9.79

Structure (XYZ):
```
15
Properties=species:S:1:pos:R:3:forces:R:3
C -0.17028 0.09224 1.63969 -0.18 0.08 0.01
C 0.23442 -1.11288 0.80457 0.07 0.01 -0.25
O -0.35840 -1.45592 -0.44472 -0.27 -0.11 -0.52
C -0.82281 -0.28320 -1.10771 -0.46 0.34 -0.36
C 0.19795 0.75287 -1.34705 -0.93 0.70 -0.75
O 1.19547 0.89309 -0.33830 -0.62 1.00 0.10
C 1.10410 0.10591 0.83846 -0.10 0.12 -0.18
H -0.96320 0.74982 1.30467 0.10 -0.07 0.03
H -0.09221 0.01628 2.72259 -0.04 -0.13 -0.24
H 0.52179 -2.01001 1.35824 -0.07 0.28 -0.42
H -1.67486 0.08887 -0.53782 0.18 0.22 0.32
H -1.25371 -0.11968 -2.15821 0.06 -2.60 0.65
H 0.76325 0.75318 -2.27175 0.21 -0.95 -0.14
H -0.74239 1.42755 -1.82956 2.37 1.07 2.10
H 2.06088 0.10187 1.36691 -0.32 0.04 -0.37
```
Positions in Å, forces in eV/Å.



Values for electronic energy, a.u., ordered as above
-345.7659; -345.7281; -345.6438; -345.6842; -345.7159; -345.5834; -345.7208; -345.6426
Values for energy relative to the best compared isomer or geometry (same formula, charge and spin), eV, ordered as above
1.0626; 2.0919; 4.3847; 3.2852; 2.4237; 6.0298; 2.2890; 4.4180